Entry 1:
C4H6N2 in the gas phase, computed with ωB97M-V/def2-TZVPD.

The geometry in XYZ format:
```
12
C4H6N2 | OMol25 | ωB97M-V/def2-TZVPD
C 0.1106 -0.6272 -1.0750
C -0.1620 1.1886 1.0779
C 0.0446 -0.2343 1.2943
C 0.2227 -1.1125 0.2978
H -0.7333 -1.2224 -1.4958
H 1.0566 -0.6906 -1.6789
H -0.6191 1.2033 -1.8930
H 0.0281 1.9567 1.8364
H 0.2916 -0.6538 2.2433
H 0.4906 -2.1731 0.5456
N -0.2839 0.7803 -1.0485
N -0.4466 1.5850 -0.1041
```

The value obtained for the HOMO-LUMO gap is 0.3104 Eh. The relative energy (zero: lowest compared OMol25 entry of this formula, charge and spin) comes out at 61.0 kcal per mole. The structure (SMILES) is C1=CCNN=C1. The energy is -7222.9444 eV.

Atom charges from the natural (NBO) analysis, given in e for atoms 1 to 4: C -0.275; C -0.134; C -0.244; C -0.200

***

Entry 2:
A molecular structure, C64H75CrN2O7, computed with ωB97M-V/def2-TZVPD.

The geometry in XYZ format:
```
149
C64H75CrN2O7 | OMol25 | ωB97M-V/def2-TZVPD
Cr 1.8271 -1.0147 0.3360
C 2.7919 1.0704 2.8287
O 1.7394 0.7609 1.9250
C 0.9004 1.8312 1.6776
C 1.3591 2.9536 0.9813
C 2.6833 2.9562 0.2630
C 2.4455 2.7257 -1.2086
C 2.3842 3.7823 -2.0875
C 2.1832 3.6073 -3.4542
C 2.0278 2.3037 -3.9056
C 2.0950 1.2189 -3.0576
C 1.9455 -0.1795 -3.6007
C 0.5146 -0.6171 -3.4380
C -0.4701 -0.1154 -4.2711
C -1.8150 -0.4496 -4.1240
C -2.1611 -1.2360 -3.0300
C -1.2027 -1.7583 -2.1771
C -1.5976 -2.6147 -1.0114
C -2.1225 -1.8255 0.1622
C -3.3547 -2.1639 0.6762
C -3.8718 -1.5957 1.8364
C -3.0692 -0.6646 2.4867
C -1.8238 -0.3009 2.0109
C -0.9419 0.5852 2.8624
C -0.4156 1.8042 2.1551
C -1.2041 2.9356 2.0254
C -0.7182 4.1151 1.4642
C 0.5538 4.0793 0.9091
C -1.5460 5.3918 1.5384
C -1.7878 5.7251 3.0204
C -2.8920 5.2026 0.8259
C -0.8303 6.5851 0.8952
C -1.3066 -0.8411 0.7977
O -0.1599 -0.4714 0.3318
C -5.1934 -2.1139 2.3835
C -6.3053 -1.9548 1.3370
C -5.0242 -3.6094 2.7059
C -5.6207 -1.3926 3.6641
C 0.1485 -1.4975 -2.4140
O 1.1043 -2.1210 -1.6232
C 1.7847 -3.1802 -2.2811
C -2.8199 0.0239 -5.1658
C -2.8809 1.5570 -5.1748
C -4.2355 -0.5040 -4.9127
C -2.3721 -0.4830 -6.5466
C 2.2951 1.3874 -1.6626
O 2.4283 0.3875 -0.8645
C 2.1668 4.8127 -4.3789
C 3.5189 5.5375 -4.2896
C 1.9300 4.4259 -5.8427
C 1.0433 5.7662 -3.9483
H 2.9316 2.1495 2.9353
H 3.7032 0.6036 2.4589
H 2.5656 0.6447 3.8130
H 3.3168 2.1496 0.6279
H 3.1897 3.9138 0.4154
H 2.5146 4.7793 -1.6870
H 1.8650 2.1044 -4.9546
H 2.5972 -0.8352 -3.0242
H 2.2365 -0.2090 -4.6558
H -0.1644 0.5579 -5.0590
H -3.1911 -1.4808 -2.8241
H -0.7129 -3.1631 -0.6771
H -2.3631 -3.3313 -1.3245
H -3.9182 -2.9299 0.1551
H -3.4013 -0.2225 3.4154
H -0.0824 -0.0056 3.2025
H -1.5103 0.8996 3.7439
H -2.2112 2.8956 2.4178
H 0.9591 4.9366 0.3961
H -2.2594 4.8920 3.5344
H -2.4309 6.5996 3.1177
H -0.8409 5.9344 3.5159
H -3.4859 4.4284 1.3050
H -2.7252 4.9145 -0.2100
H -3.4571 6.1351 0.8450
H 0.1180 6.7815 1.3926
H -1.4502 7.4777 0.9804
H -0.6471 6.3960 -0.1601
H -5.9964 -2.3656 0.3797
H -6.5410 -0.9029 1.1909
H -7.2057 -2.4765 1.6616
H -4.8837 -4.1853 1.7948
H -5.8966 -4.0014 3.2297
H -4.1498 -3.7590 3.3346
H -5.7442 -0.3258 3.4866
H -4.8784 -1.5358 4.4463
H -6.5696 -1.7950 4.0190
H 1.4967 -3.2493 -3.3344
H 1.5363 -4.1284 -1.7901
H 2.8630 -3.0204 -2.2063
H -3.1464 1.9249 -4.1865
H -3.6316 1.8968 -5.8880
H -1.9224 1.9881 -5.4495
H -4.6318 -0.1214 -3.9756
H -4.2482 -1.5913 -4.8864
H -4.8944 -0.1771 -5.7172
H -1.3810 -0.1156 -6.7967
H -3.0653 -0.1511 -7.3188
H -2.3415 -1.5711 -6.5530
H 4.3223 4.8672 -4.5907
H 3.7149 5.8625 -3.2715
H 3.5295 6.4126 -4.9401
H 2.7132 3.7589 -6.1993
H 1.9332 5.3206 -6.4661
H 0.9665 3.9335 -5.9583
H 1.2016 6.1146 -2.9311
H 0.0858 5.2501 -3.9841
H 1.0028 6.6324 -4.6091
O 0.9520 -2.4739 1.6099
C 1.4378 -3.1483 2.7835
C 2.9141 -2.5569 3.0537
O 3.6349 -3.1331 3.8606
O 3.1369 -1.5310 2.3973
C 0.5340 -2.8592 3.9652
C -0.8501 -2.9278 3.7878
C -1.7047 -2.6323 4.8310
C -1.2025 -2.2773 6.0735
C 0.1701 -2.2248 6.2609
C 1.0296 -2.5212 5.2204
C 1.5143 -4.6290 2.5351
C 2.0471 -5.4784 3.5001
C 2.1717 -6.8314 3.2478
C 1.7535 -7.3653 2.0374
C 1.1933 -6.5292 1.0867
C 1.0814 -5.1737 1.3283
H 0.1027 -2.0567 1.8332
H -1.2658 -3.2209 2.8319
H -2.7725 -2.6752 4.6757
H -1.8748 -2.0385 6.8850
H 0.5761 -1.9547 7.2248
H 2.0963 -2.5003 5.3714
H 2.3847 -5.0622 4.4345
H 2.5943 -7.4802 4.0024
H 1.8762 -8.4208 1.8308
H 0.8373 -6.9333 0.1482
H 0.6469 -4.5240 0.5824
C 6.8863 -1.3928 1.2326
N 5.6745 -1.9463 0.7057
C 5.2286 -3.2278 0.8667
C 3.9694 -3.2680 0.3551
N 3.6154 -2.0320 -0.1021
C 4.6584 -1.2569 0.1237
H 7.6817 -2.1381 1.2051
H 6.7477 -1.0722 2.2691
H 7.1818 -0.5297 0.6358
H 5.8146 -3.9853 1.3425
H 3.2910 -4.0979 0.3149
H 4.7242 -0.2263 -0.1648
```

The value obtained for the HOMO-LUMO gap (spin up / spin down) is 0.2298 / 0.2511 Eh. As for the spin multiplicity: 5. Its total charge is -1. The energy is -113326.1095 eV.

Atom charges from the natural (NBO) analysis, given in e for atoms 1 to 4: Cr 1.293; C -0.227; O -0.557; C 0.376

***

Entry 3:
A molecular structure, C13H29BiCl2N2OP2, computed with ωB97M-V/def2-TZVPD.

The geometry in XYZ format:
```
50
C13H29BiCl2N2OP2 | OMol25 | ωB97M-V/def2-TZVPD
C 1.9922 0.0464 -4.7422
C 1.9255 0.0045 -3.2728
H 3.0222 0.1021 -5.1148
H 1.3385 0.8866 -5.0673
H 1.4798 -0.8817 -5.0971
O 2.4043 0.2879 -2.2254
Cl -2.1271 -0.1613 -3.5693
Bi -0.6465 -0.0407 -1.6269
P -0.4400 2.6238 -0.5815
C 0.8895 3.4012 0.4084
C -0.2547 3.5887 -2.1316
H -0.3032 4.6674 -1.8878
H -2.0800 4.3770 0.0265
H -1.0736 3.2883 -2.8076
H -2.8379 2.8007 -0.4383
H 1.8459 3.0626 -0.0017
H 0.7227 3.3389 -2.5870
C -2.0148 3.2795 0.1120
H 0.8129 4.4898 0.3317
H -2.0778 2.9775 1.1679
H 0.7918 3.0774 1.4461
P -0.0960 -2.5842 -0.2840
C 1.2891 -3.2105 0.7374
C -1.5357 -3.3472 0.5556
H -0.6000 -3.5123 -2.4354
H -0.1445 -4.8066 -1.2294
H 1.1460 -3.7584 -1.9631
C 0.0956 -3.8091 -1.6362
H -2.4149 -3.0389 -0.0217
H -1.4321 -4.4428 0.5825
H 1.2525 -4.3022 0.7195
H 1.1722 -2.8242 1.7490
H -1.5972 -2.9314 1.5679
H 2.2109 -2.8482 0.2776
Cl -2.8902 -0.2987 -0.3520
C 1.9955 0.1159 4.4485
C 0.8894 0.1211 3.5025
C -0.4457 0.1844 3.8288
C -1.1150 0.1769 2.6101
N -0.2546 0.1134 1.5486
N 0.9746 0.0753 2.1496
C -2.5677 0.2112 2.6826
H 1.9273 1.0032 5.0883
H 1.8979 -0.7450 5.1194
H 2.9561 0.0926 3.9428
H -0.9381 0.2149 4.8016
H 1.8043 0.0225 1.5760
H -2.8928 -0.5842 3.3740
H -2.8933 1.1709 3.1206
H -3.0086 0.0612 1.6766
```

The value obtained for the HOMO-LUMO gap (spin up / spin down) is 0.1994 / 0.1596 Eh. Its total charge is +2. The energy is -68425.0629 eV.

Atom charges from the natural (NBO) analysis, given in e for atoms 1 to 4: C -0.787; C 0.810; H 0.333; H 0.332

***

Entry 4:
A gas-phase ion, C4H4IN2O2 (charge -1), computed with ωB97M-V/def2-TZVPD.

The geometry in XYZ format:
```
13
C4H4IN2O2 | OMol25 | ωB97M-V/def2-TZVPD
C -0.8578 1.5980 -0.5420
C -0.2706 -1.3417 -0.7945
C 1.3852 0.2054 0.4643
C -0.0052 -0.2873 0.4441
N -1.0207 2.2375 -1.4846
N -0.9215 0.7818 0.6367
O -1.4565 -1.6974 -0.8905
O 0.7442 -1.7548 -1.2937
I -2.9693 0.1203 0.8135
H 1.6550 0.9448 1.2726
H 2.1928 -0.6206 0.5610
H 1.6273 0.7368 -0.4744
H -0.1028 -0.9228 1.2875
```

The value obtained for the HOMO-LUMO gap is 0.2448 Eh. The relative energy (zero: lowest compared OMol25 entry of this formula, charge and spin) comes out at 8.3 kcal per mole. Its total charge is -1. The structure (SMILES) is C[C@H](C(=O)[O-])N(I)C#N. The energy is -19388.6655 eV.

Atom charges from the natural (NBO) analysis, given in e for atoms 1 to 4: C 0.408; C 0.773; C -0.612; C -0.238